Entry 1:
2 unconnected molecules or ions with the total composition C3H11ClN2Si, computed with ωB97M-V with the def2-TZVPD basis set.

Element x y z (Å)
Cl 2.69 1.18 0.69
Si 1.06 0.56 -0.28
N -1.52 2.25 0.09
N 1.53 0.37 -1.91
C 0.34 -0.98 0.43
C 1.42 -2.11 0.60
C -2.53 1.34 0.32
H -0.31 -1.48 -0.29
H 0.73 0.37 -2.55
H -1.15 2.39 1.03
H -0.47 -1.04 1.30
H -2.70 0.65 -0.45
H 0.77 -3.06 0.52
H 1.95 -1.95 1.60
H 2.16 0.96 -2.46
H -3.49 1.90 0.44
H -2.45 0.72 1.33
H 1.97 -2.10 -0.38

* ΔE to the lowest compared entry with this formula, charge and spin: 444.63 kJ/mol
* highest occupied orbital energy (alpha / beta): -8.752 / -6.834 eV
* total charge: 0
* calculated total energy: -980.02389 hartree

Here are the Mulliken charges for atoms 1 to 8, given in e: Cl -0.25; Si 0.26; N -0.50; N -0.48; C -0.35; C -1.09; C -0.64; H 0.29

---

Entry 2:
2 unconnected molecules or ions with the total composition C3H11N, computed with ωB97M-V with the def2-TZVPD basis set.

Element x y z (Å)
N 3.38 -1.30 -0.25
C -0.82 1.57 0.62
C -1.35 0.14 0.56
C -1.65 -0.39 -0.83
H 3.73 -1.16 0.69
H 0.03 1.76 -0.04
H -0.74 -0.32 -1.43
H -2.33 0.14 1.14
H -2.30 0.34 -1.31
H -1.58 2.15 0.09
H -0.77 -0.62 1.14
H -0.68 1.98 1.62
H -2.15 -1.35 -0.92
H 2.37 -1.23 -0.14
H 3.65 -0.58 -0.90

* ΔE to the lowest compared entry with this formula, charge and spin: 21.34 kJ/mol
* highest occupied orbital energy: -10.069 eV
* total charge: 0
* calculated total energy: -175.63510 hartree
* SMILES: CCC.N

Here are the Mulliken charges for atoms 1 to 8, given in e: N -0.67; C -1.09; C -0.12; C -1.15; H 0.22; H 0.31; H 0.29; H 0.24

---

Entry 3:
2 unconnected molecules or ions with the total composition C3H11N2, computed with ωB97M-V with the def2-TZVPD basis set.

Element x y z (Å)
N 0.98 0.64 0.79
N -0.60 -0.75 -1.30
C 2.25 1.30 0.39
C -1.91 -0.67 -0.74
C -2.26 -1.26 0.40
H -1.57 -1.95 0.86
H 2.74 0.68 -0.36
H -0.57 -0.38 -2.24
H -3.25 -1.09 0.78
H 2.04 2.29 -0.01
H -0.25 -1.70 -1.32
H 0.39 1.31 1.35
H -2.48 0.14 -1.15
H 0.42 0.32 -0.02
H 1.16 -0.25 1.33
H 2.90 1.38 1.25

* ΔE to the lowest compared entry with this formula, charge and spin: 180.99 kJ/mol
* spin multiplicity: 2
* highest occupied orbital energy (alpha / beta): -3.220 / -9.101 eV
* total charge: 0
* calculated total energy: -230.26408 hartree
* ⟨S²⟩: 0.7506

Here are the Mulliken charges for atoms 1 to 8, given in e: N -1.76; N -0.73; C -1.55; C -0.24; C -0.76; H 0.35; H 0.41; H 0.24

---

Entry 4:
2 unconnected molecules or ions with the total composition C3H11N2, computed with ωB97M-V with the def2-TZVPD basis set.

Element x y z (Å)
N 0.55 -0.60 0.82
N -0.77 1.55 -0.32
C 0.50 -1.53 1.80
C 1.31 -0.90 -0.37
C -1.46 1.23 -1.58
H 0.08 -1.19 2.74
H 0.98 -0.17 -1.13
H -1.30 1.96 -2.36
H -1.35 0.18 -1.83
H -1.42 1.91 0.38
H -2.55 1.18 -1.46
H 1.12 -1.92 -0.74
H 0.81 -2.57 1.67
H -0.10 2.32 -0.33
H 2.38 -0.66 -0.31
H -0.24 0.72 0.10

* ΔE to the lowest compared entry with this formula, charge and spin: 252.41 kJ/mol
* spin multiplicity: 2
* highest occupied orbital energy (alpha / beta): -3.418 / -7.413 eV
* total charge: 0
* calculated total energy: -230.23688 hartree
* ⟨S²⟩: 0.7534

Here are the Mulliken charges for atoms 1 to 8, given in e: N -0.55; N -0.16; C -0.85; C -0.91; C -0.77; H 0.26; H 0.21; H 0.33

---

Entry 5:
A molecular structure, C3H11N2, computed with ωB97M-V with the def2-TZVPD basis set.

Element x y z (Å)
N 0.96 -1.03 0.95
N -0.82 0.63 0.15
C -1.86 0.30 -0.80
C -0.79 1.91 0.43
C 1.84 -1.13 -0.28
H 1.49 -0.56 1.71
H -0.32 2.10 1.41
H 1.31 -1.30 -1.18
H 2.24 -0.12 -0.47
H -1.06 2.75 -0.26
H 2.65 -1.89 -0.14
H 0.74 -2.04 1.11
H -2.83 0.83 -0.61
H -0.03 -0.34 0.54
H -1.55 0.66 -1.69
H -1.98 -0.77 -0.86

* ΔE to the lowest compared entry with this formula, charge and spin: 210.49 kJ/mol
* highest occupied orbital energy: -15.059 eV
* total charge: +1
* calculated total energy: -230.10221 hartree

Here are the Mulliken charges for atoms 1 to 8, given in e: N -0.49; N -0.16; C -1.10; C -0.25; C -0.84; H 0.32; H 0.25; H 0.34